The following is a DFT calculation (wB97M-V/def2-TZVPD) of C5H5IN4 as an isolated structure in a non-equilibrium geometry.

- E_LUMO: -10.991 eV
- Kohn-Sham gap: 7.1 eV
- Highest occupied orbital energy: -18.10 eV
- Maximum force: 5.192 eV/A
- Charge: +2

Each line ends with the Mulliken charge.
Element x y z (Å)
C1 0.021 1.196 1.198  -0.060
C2 -2.099 0.237 1.162  0.001
C3 1.318 -1.276 -0.940  -0.075
C4 -0.765 -0.563 -0.523  0.511
C5 0.549 0.777 -0.178  -0.300
N1 -1.080 0.885 1.738  -0.301
N2 -1.862 -0.425 0.060  -0.210
N3 1.617 -0.064 -0.515  0.045
N4 0.014 -1.560 -0.961  0.021
I1 0.533 2.687 -1.254  0.446
H1 0.560 2.009 1.678  0.463
H2 -3.089 0.262 1.606  0.424
H3 2.075 -2.000 -1.233  0.419
H4 2.575 0.292 -0.553  0.308
H5 -0.364 -2.457 -1.286  0.310

=====

The following is a DFT calculation (wB97M-V/def2-TZVPD) of one molecule with the formula C2H2N4O2 in a non-equilibrium geometry.

- E_LUMO: -0.352 eV
- Kohn-Sham gap: 10.3 eV
- Highest occupied orbital energy: -10.65 eV
- Maximum force: 4.353 eV/A

Each line ends with the Mulliken charge.
Element x y z (Å)
O1 4.276 1.096 -0.016  -0.467
N1 3.813 0.026 -0.031  1.141
O2 4.203 -1.071 0.016  -0.473
N2 2.185 -0.049 0.039  0.855
N3 1.556 1.117 0.075  -0.698
C1 0.272 0.706 -0.031  -0.278
C2 0.261 -0.705 0.037  -0.057
N4 1.493 -1.106 0.057  -0.709
H1 -0.542 1.296 0.265  0.363
H2 -0.567 -1.479 -0.171  0.322

=====

The following is a DFT calculation (wB97M-V/def2-TZVPD) of C23H30ClCsFN3O7SeSi as an isolated structure in a non-equilibrium geometry.

- E_LUMO: 3.972 eV
- Kohn-Sham gap: 5.4 eV
- Highest occupied orbital energy: -1.47 eV
- Maximum force: 1.543 eV/A
- Charge: -2

Each line ends with the Mulliken charge.
Element x y z (Å)
Cs1 -0.307 0.902 0.910  1.327
C1 7.189 0.942 1.451  -0.820
O1 6.788 0.610 2.762  -0.442
C2 5.438 0.488 2.976  1.367
C3 5.078 0.156 4.300  -1.084
C4 3.742 0.031 4.587  -0.397
C5 2.719 0.213 3.637  0.403
C6 1.332 -0.065 3.986  0.531
C7 0.875 0.036 5.437  -1.116
O2 0.463 -0.350 3.164  -0.613
C8 3.077 0.603 2.281  -0.452
O3 2.238 0.897 1.392  -0.649
C9 4.495 0.688 2.005  -0.451
H1 8.277 0.953 1.456  0.224
H2 6.820 1.927 1.153  0.328
H3 6.836 0.206 0.724  0.332
H4 5.848 -0.004 5.042  0.377
H5 3.477 -0.253 5.598  0.112
H6 1.664 -0.013 6.183  0.379
H7 0.133 -0.740 5.622  0.255
H8 0.373 1.002 5.541  0.246
H9 4.751 0.966 0.992  0.365
C10 -2.304 -0.174 -4.103  -1.034
Si1 -0.613 0.033 -3.262  -0.174
C11 -0.467 -1.390 -2.035  -0.421
C12 0.673 -0.306 -4.621  -1.059
N1 -0.435 1.479 -2.443  0.186
C13 -0.405 2.747 -2.860  0.096
C14 -0.466 3.242 -4.198  -0.027
C15 -0.418 4.597 -4.508  -0.847
C16 -0.304 5.567 -3.520  -0.345
C17 -0.249 5.135 -2.189  -0.761
C18 -0.301 3.796 -1.906  0.427
F1 -0.266 3.414 -0.603  -0.251
H10 -2.426 -1.187 -4.508  0.309
H11 -2.444 0.539 -4.922  0.335
H12 -3.096 0.005 -3.368  0.242
H13 -0.129 -2.320 -2.507  0.378
H14 -1.425 -1.596 -1.542  -0.271
H15 0.249 -1.144 -1.245  0.099
H16 0.472 -1.262 -5.118  0.297
H17 1.676 -0.354 -4.184  0.286
H18 0.679 0.482 -5.381  0.272
H19 -0.561 2.516 -5.000  0.169
H20 -0.472 4.898 -5.550  0.340
H21 -0.266 6.622 -3.760  0.321
H22 -0.174 5.836 -1.365  0.369
C19 -3.307 -4.047 -2.042  -0.827
N2 -3.445 -3.655 -0.653  0.263
C20 -4.423 -2.789 -0.177  -0.692
C21 -4.148 -2.551 1.112  -0.647
N3 -2.996 -3.258 1.419  0.336
C22 -2.255 -3.109 2.658  -0.857
C23 -2.569 -3.960 0.337  0.078
Se1 -1.163 -5.164 0.254  -0.448
H23 -4.221 -4.533 -2.385  0.353
H24 -2.473 -4.740 -2.112  0.215
H25 -3.104 -3.168 -2.654  0.248
H26 -5.180 -2.373 -0.818  0.428
H27 -4.600 -1.873 1.815  0.673
H28 -2.921 -3.291 3.502  0.268
H29 -1.850 -2.106 2.736  0.350
H30 -1.453 -3.842 2.650  0.225
O4 -3.550 0.089 2.819  -0.647
Cl1 -3.552 0.823 1.568  1.631
O5 -2.955 2.116 1.782  -0.729
O6 -4.907 0.967 1.092  -0.727
O7 -2.762 0.097 0.596  -0.652

=====

The following is a DFT calculation (wB97M-V/def2-TZVPD) of one molecule with the formula C4H7N3O2S in a non-equilibrium geometry.

- E_LUMO: 0.763 eV
- Kohn-Sham gap: 9.6 eV
- Highest occupied orbital energy: -8.87 eV
- Maximum force: 5.150 eV/A

Each line ends with the Mulliken charge.
Element x y z (Å)
C1 1.982 0.282 -1.208  -0.990
S1 1.643 -0.204 0.509  1.190
O1 2.158 0.843 1.299  -0.622
O2 2.018 -1.512 0.788  -0.654
C2 -0.170 -0.251 0.496  -0.744
N1 -0.782 -1.384 0.882  -0.009
C3 -2.113 -1.287 0.706  -0.252
N2 -2.424 -0.123 0.126  -0.650
C4 -1.204 0.534 0.029  1.007
N3 -1.092 1.815 -0.521  -0.559
H1 1.491 -0.531 -1.821  0.307
H2 1.570 1.197 -1.364  0.401
H3 3.083 0.170 -1.252  0.357
H4 -0.249 -2.192 1.187  0.208
H5 -2.878 -2.026 0.911  0.405
H6 -1.080 2.631 0.188  0.258
H7 -1.955 2.037 -0.955  0.346

=====

The following is a DFT calculation (wB97M-V/def2-TZVPD) of one molecule with the formula C6H7N in a non-equilibrium geometry.

- E_LUMO: 0.756 eV
- Kohn-Sham gap: 11.3 eV
- Highest occupied orbital energy: -10.52 eV
- Maximum force: 1.226 eV/A

Each line ends with the Mulliken charge.
Element x y z (Å)
C1 2.735 -0.285 -0.082  0.228
C2 1.569 -0.189 0.211  -0.886
C3 0.132 -0.121 0.486  0.373
C4 -0.366 1.330 0.559  -1.343
C5 -0.569 -0.933 -0.619  -0.446
C6 -2.022 -0.901 -0.496  0.108
N1 -3.130 -0.615 -0.648  -0.464
H1 3.769 -0.367 -0.323  0.439
H2 -0.073 -0.612 1.446  0.223
H3 -0.190 1.853 -0.387  0.313
H4 -1.438 1.365 0.778  0.413
H5 0.166 1.868 1.349  0.372
H6 -0.404 -0.440 -1.582  0.275
H7 -0.180 -1.952 -0.692  0.396

=====

The following is a DFT calculation (wB97M-V/def2-TZVPD) of a 2-piece molecular cluster, C4H14NO2 overall in a non-equilibrium geometry.

- E_LUMO: -3.281 eV
- Kohn-Sham gap: 10.3 eV
- Highest occupied orbital energy: -13.63 eV
- Maximum force: 3.007 eV/A
- Charge: +1

Each line ends with the Mulliken charge.
Element x y z (Å)
C1 -0.954 0.959 0.542  -0.630
C2 -1.286 0.603 -0.929  -0.638
C3 -0.352 -0.563 -1.535  -0.536
C4 -0.191 -1.788 -0.503  -0.291
O1 -1.437 -2.324 -0.150  -0.516
N1 0.397 1.667 0.531  -0.195
H1 -0.760 0.092 1.167  0.425
H2 -1.745 1.600 1.032  0.312
H3 -2.231 0.102 -1.024  0.377
H4 -1.111 1.432 -1.685  0.303
H5 0.647 0.009 -1.561  0.261
H6 -0.627 -0.767 -2.623  0.363
H7 0.409 -2.686 -0.985  0.343
H8 0.409 -1.403 0.391  0.077
H9 -1.769 -2.988 -0.740  0.333
H10 1.154 0.957 0.611  0.313
H11 0.416 2.190 1.373  0.352
H12 0.508 2.284 -0.330  0.370
H13 2.600 -0.280 2.705  0.318
H14 3.406 0.632 1.856  0.308
O2 2.516 0.272 1.856  -0.649